Below is C15H19Cl3CrF3O4PS2Si as an isolated structure, with properties calculated with wB97M-V/def2-TZVPD.

energy above the lowest of the compared OMol25 structures with the same formula, charge and spin: 0.0 kJ/mol
<S²>: 0.766
LUMO (spin up / spin down): 2.0 / 2.1 eV
HOMO-LUMO gap (spin up / spin down): 7.64 / 7.46 eV

```
! RIJCOSX wB97M-V def2-TZVPD def2/J DEFGRID3
* xyz -1 2
Cr 1.19 2.33 0.50
F 3.77 3.53 0.60
C 3.21 2.31 0.26
F 4.00 1.40 0.89
F 3.52 2.17 -1.07
C 2.26 6.09 -0.09
S 0.91 4.97 -0.07
O 0.95 4.27 1.26
O -0.27 5.76 -0.30
O 1.16 3.92 -1.08
H 1.93 7.00 0.42
H 2.50 6.29 -1.13
H 3.11 5.64 0.42
C -2.55 3.59 0.11
P -1.31 2.25 0.00
C -2.29 0.85 0.64
C -1.36 1.90 -1.80
H -3.45 3.28 -0.42
H -2.15 4.51 -0.32
H -2.78 3.78 1.16
H -3.21 0.73 0.07
H -2.53 1.04 1.69
H -1.70 -0.06 0.59
H -2.39 1.84 -2.16
H -0.84 0.96 -1.98
H -0.83 2.69 -2.33
Cl 2.43 2.84 4.05
Si 1.34 1.60 2.75
Cl 2.06 -0.31 3.26
Cl -0.57 1.59 3.69
C -2.09 -8.25 -0.31
C -1.59 -6.82 -0.26
O -2.17 -5.95 0.34
S -0.08 -6.58 -1.18
C 0.22 -4.86 -0.92
C -0.24 -3.92 -1.83
C -0.01 -2.58 -1.62
C 0.69 -2.14 -0.49
C 1.15 -3.10 0.43
C 0.92 -4.44 0.21
C 0.90 -0.75 -0.23
C 1.06 0.43 0.01
H -2.29 -8.59 0.71
H -1.37 -8.92 -0.79
H -3.02 -8.27 -0.87
H -0.78 -4.26 -2.71
H -0.37 -1.84 -2.33
H 1.68 -2.75 1.30
H 1.28 -5.18 0.92
*
```

Below is C34H96N8O10 as an isolated structure, with properties calculated with wB97M-V/def2-TZVPD.

energy above the lowest of the compared OMol25 structures with the same formula, charge and spin: 5468.8 kJ/mol
LUMO: 0.3 eV
HOMO-LUMO gap: 7.57 eV

```
! RIJCOSX wB97M-V def2-TZVPD def2/J DEFGRID3
* xyz 0 1
C -2.69 2.51 -0.22
O -1.33 2.44 -0.55
H -3.11 1.51 -0.25
H -2.65 2.94 0.78
H -3.29 3.09 -0.93
H -1.15 3.26 -1.03
C 0.12 0.20 -0.09
O -0.22 1.06 -1.20
H -0.82 -0.18 0.31
H 0.63 -0.74 -0.32
H 0.67 0.78 0.65
H -0.91 1.61 -0.80
C 1.95 2.63 -2.05
C 0.48 2.85 -1.80
C 0.02 4.25 -1.40
O -1.31 4.28 -1.07
C -1.80 5.63 -1.18
N -0.15 2.39 -3.02
H 2.29 3.24 -2.89
H 2.39 1.67 -2.34
H 2.51 3.13 -1.26
H 0.24 2.10 -1.05
H 0.21 4.93 -2.23
H 0.53 4.56 -0.49
H -1.21 6.39 -0.67
H -2.81 5.62 -0.77
H -1.91 5.95 -2.21
H -0.43 1.44 -2.82
H -0.97 2.96 -3.17
C 1.44 -0.91 1.99
C 0.78 -0.31 3.35
C 0.78 -1.25 4.62
O 2.23 -1.50 4.88
C 2.39 -2.17 6.12
N 1.48 0.97 3.58
H 0.97 -1.79 1.57
H 2.52 -1.01 2.16
H 1.39 -0.18 1.18
H -0.25 -0.01 3.14
H 0.39 -2.23 4.36
H 0.37 -0.92 5.58
H 3.44 -2.39 6.27
H 1.87 -3.13 6.16
H 2.01 -1.57 6.95
H 2.47 0.85 3.76
H 1.13 1.26 4.48
C -1.28 0.46 -3.69
C -0.43 -0.84 -3.48
C -0.34 -1.74 -4.76
O -1.53 -2.26 -5.34
C -2.36 -2.95 -4.40
N 0.90 -0.34 -3.07
H -1.26 0.84 -4.71
H -1.09 1.30 -3.02
H -2.33 0.18 -3.60
H -0.75 -1.40 -2.60
H 0.35 -2.57 -4.60
H 0.03 -1.08 -5.55
H -1.85 -3.88 -4.16
H -3.33 -3.22 -4.80
H -2.39 -2.38 -3.47
H 0.64 -0.02 -2.15
H 0.92 0.47 -3.67
C -4.83 1.07 -3.82
C -4.51 -0.15 -2.95
C -3.42 0.10 -1.81
O -2.86 -1.14 -1.51
C -1.55 -0.92 -0.78
N -5.76 -0.56 -2.29
H -5.19 1.96 -3.31
H -5.46 0.80 -4.67
H -3.95 1.37 -4.39
H -4.06 -0.91 -3.58
H -3.83 0.70 -1.00
H -2.56 0.60 -2.24
H -1.74 -0.33 0.12
H -0.82 -0.47 -1.45
H -1.36 -1.95 -0.48
H -6.13 -1.17 -3.00
H -5.52 -1.26 -1.60
C -0.15 -2.48 0.91
C -0.54 -2.34 2.38
C -1.94 -1.81 2.57
O -2.19 -1.91 3.92
C -3.50 -2.11 4.42
N -0.47 -3.75 2.79
H 0.83 -2.92 0.74
H -0.09 -1.49 0.46
H -0.98 -3.01 0.46
H 0.23 -1.85 2.97
H -2.53 -2.57 2.06
H -2.20 -0.84 2.15
H -4.02 -1.22 4.77
H -3.32 -2.70 5.32
H -4.11 -2.81 3.84
H -1.01 -4.27 2.12
H -0.95 -3.78 3.68
C 5.97 -0.68 -1.74
C 5.05 0.45 -1.41
C 4.64 0.58 0.03
O 3.58 1.45 0.25
C 2.28 1.09 -0.21
N 5.57 1.75 -1.84
H 5.46 -1.64 -1.84
H 6.78 -0.79 -1.02
H 6.50 -0.47 -2.67
H 4.16 0.31 -2.02
H 5.48 0.78 0.69
H 4.27 -0.39 0.36
H 1.51 1.74 0.22
H 2.00 0.10 0.13
H 2.31 1.21 -1.30
H 5.42 1.86 -2.83
H 4.98 2.33 -1.25
C 0.78 -2.25 -0.67
C 1.77 -2.13 -1.82
C 3.17 -2.88 -1.64
O 4.10 -2.52 -2.68
C 5.16 -3.44 -2.86
N 1.19 -2.59 -3.03
H -0.11 -1.69 -0.96
H 1.27 -1.80 0.19
H 0.58 -3.27 -0.34
H 1.92 -1.06 -1.97
H 3.01 -3.96 -1.68
H 3.66 -2.87 -0.66
H 5.98 -2.89 -3.33
H 4.73 -4.29 -3.38
H 5.61 -3.86 -1.96
H 0.44 -1.99 -3.34
H 1.82 -2.35 -3.78
C -1.56 0.08 4.10
C -1.45 1.43 3.45
C -1.13 2.63 4.46
O -2.14 2.55 5.54
C -2.38 3.78 6.22
N -0.40 1.45 2.42
H -1.48 -0.77 3.42
H -2.55 0.10 4.57
H -0.86 -0.09 4.92
H -2.38 1.71 2.97
H -1.14 3.57 3.92
H -0.13 2.53 4.89
H -1.54 4.32 6.66
H -3.08 3.51 7.01
H -2.77 4.54 5.55
H -0.58 0.91 1.58
H 0.49 1.28 2.86
*
```

Below is a 2-piece molecular cluster, C5H10BrF2PS3 overall, with properties calculated with wB97M-V/def2-TZVPD.

LUMO (spin up / spin down): -0.9 / -1.7 eV
HOMO-LUMO gap (spin up / spin down): 6.89 / 7.15 eV

```
! RIJCOSX wB97M-V def2-TZVPD def2/J DEFGRID3
* xyz 0 1
C 1.88 3.19 0.74
C -0.08 -3.42 -1.00
C 2.65 2.10 -0.15
C -1.13 -2.39 -0.54
C -3.26 0.62 1.05
F -3.50 0.12 2.28
F -3.48 1.96 1.04
P 0.30 0.28 -0.21
S 1.32 -0.66 1.23
S 1.55 1.46 -1.44
S -0.91 -0.88 -1.56
Br -4.13 -0.22 -0.34
H 1.00 3.58 0.25
H 1.58 2.73 1.67
H 2.63 3.98 0.84
H -0.51 -3.81 -1.96
H 0.90 -3.21 -0.98
H -0.16 -4.27 -0.36
H 3.13 1.36 0.49
H 3.37 2.48 -0.84
H -1.09 -2.16 0.58
H -2.05 -2.85 -0.80
*
```

Below is C3H5N3O as an isolated structure, with properties calculated with wB97M-V/def2-TZVPD.

energy above the lowest of the compared OMol25 structures with the same formula, charge and spin: 575.1 kJ/mol
LUMO: -0.5 eV
HOMO-LUMO gap: 8.65 eV

```
! RIJCOSX wB97M-V def2-TZVPD def2/J DEFGRID3
* xyz 0 1
C -0.68 -0.53 -1.53
C 0.99 0.90 1.20
C 0.43 -0.24 0.61
H -0.31 -1.45 -0.77
H -0.33 -0.60 -2.56
H -1.86 -0.32 -1.51
H 1.53 0.97 2.17
H -0.53 -1.15 2.21
N -0.15 0.24 -0.56
N 0.22 1.63 -0.68
N 0.94 1.90 0.41
O -0.27 -1.34 1.00
*
```

Number 1: largest force on an atom 1.2 eV/A. Number 2: largest force on an atom 18.9 eV/A. Number 3: largest force on an atom 4.4 eV/A. Number 4: largest force on an atom 8.7 eV/A.